1.
C28H35DyN3O4P2 | ωB97M-V/def2-TZVPD

The geometry in XYZ format:
```
73
Properties=species:S:1:pos:R:3:forces:R:3:lowdin_charge:R:1
C -1.523595 3.460645 -2.936035 0.14 0.17 -0.03 -0.036
C -1.365337 2.088492 -2.757434 0.62 -0.35 0.32 -0.213
C -0.045004 1.595813 -2.542521 -0.41 0.06 0.20 -0.200
C 1.056224 2.439885 -2.668128 -0.15 0.34 0.11 -0.111
C 0.871807 3.810178 -2.837241 -0.15 -0.16 -0.25 -0.010
C -0.421249 4.321058 -2.956429 0.00 -0.01 -0.01 -0.055
C 2.440877 1.845922 -2.433120 -2.33 -1.36 -2.50 -0.187
C 2.487000 0.362867 -2.786070 0.28 -0.19 0.03 -0.115
C 1.321427 -0.383008 -2.622166 -0.04 -0.55 0.23 -0.196
C 1.323963 -1.787927 -2.873821 -0.17 0.62 0.30 -0.215
C 2.537324 -2.390276 -3.198035 0.22 0.08 0.01 -0.038
C 3.717099 -1.646195 -3.291493 -0.01 0.02 -0.03 -0.055
C 3.692346 -0.266290 -3.089378 -0.21 -0.08 -0.21 -0.012
H -2.532060 3.860662 -3.065005 0.32 -0.06 -0.01 0.121
H 1.749123 4.459761 -2.868048 -0.33 -0.06 -0.07 0.126
H -0.572884 5.392515 -3.080563 0.03 -0.28 0.03 0.112
H 3.157137 2.377666 -3.068611 0.04 0.01 0.40 0.157
H 2.557503 -3.467724 -3.376850 0.04 0.32 0.02 0.121
H 4.655935 -2.144619 -3.529630 -0.25 0.12 0.06 0.112
H 4.599539 0.338435 -3.155545 -0.18 -0.28 -0.07 0.126
N 0.178056 0.270078 -2.099052 -0.10 -0.07 -3.07 -0.200
Dy -0.411587 -0.165228 -0.181271 1.00 0.60 2.28 1.388
C -2.557144 1.148767 -2.801421 0.03 -0.16 0.15 -0.280
H -2.399167 0.345830 -3.540572 0.01 0.31 0.12 0.098
H -3.466975 1.706208 -3.064132 0.23 -0.14 -0.12 0.099
C 0.052135 -2.614786 -2.777289 -0.10 0.00 0.10 -0.287
H -0.754543 -2.166024 -3.378327 0.25 -0.12 0.05 0.094
H 0.233922 -3.641843 -3.121028 -0.01 0.27 -0.18 0.095
P -2.914898 0.288315 -1.196589 -0.78 0.96 -0.72 0.810
P -0.609278 -2.768939 -1.051779 0.39 -0.88 -0.56 0.784
C 0.574469 -3.934420 -0.309041 0.04 -0.02 0.30 -0.241
H 0.305553 -4.050833 0.749572 0.12 -0.09 -0.28 0.040
H 0.514077 -4.904715 -0.821016 0.08 0.22 0.15 0.062
H 1.594502 -3.538195 -0.383333 -0.17 -0.11 0.01 0.050
C -2.092863 -3.799432 -1.233306 -0.26 0.04 0.08 -0.242
H -1.824533 -4.763375 -1.688858 -0.13 0.27 0.09 0.064
H -2.500984 -3.961248 -0.225892 0.09 -0.03 -0.29 0.043
H -2.844690 -3.287522 -1.847579 0.18 -0.20 0.12 0.028
C -3.761907 1.625827 -0.289800 -0.12 -0.02 0.36 -0.250
H -4.710722 1.871409 -0.785482 0.23 0.00 0.12 0.060
H -3.962182 1.291522 0.737825 -0.02 0.18 -0.24 0.038
H -3.128776 2.520675 -0.240039 -0.09 -0.22 0.00 0.057
C -4.288442 -0.817167 -1.636299 -0.12 -0.43 0.20 -0.253
H -4.373815 -1.580086 -0.849032 -0.16 0.16 -0.27 0.047
H -5.229576 -0.252330 -1.699452 0.29 -0.20 -0.07 0.059
H -4.088677 -1.320243 -2.592226 -0.07 0.13 0.26 0.051
C 2.752081 1.966250 -1.020246 0.45 0.28 -0.06 -0.185
O 2.151397 1.496058 -0.074248 0.59 0.40 -0.32 0.065
H 3.644658 2.575099 -1.200116 0.93 0.44 2.95 0.149
C -3.079608 2.603674 3.230316 -0.03 0.41 -0.25 -0.091
C -2.987630 1.270867 3.946223 -0.21 -0.64 0.32 -0.141
C -1.607059 0.549850 3.897629 0.31 -0.14 0.12 -0.277
C -0.455355 1.337060 4.591148 0.01 -0.59 0.30 -0.150
C -0.105386 2.691011 4.017817 0.16 0.39 -0.22 -0.084
C -1.774794 -0.776428 4.671039 -0.06 -0.02 1.38 -0.366
O -1.770550 -0.840849 5.892227 -0.11 0.28 -1.63 0.114
N -2.000640 -1.929856 3.926862 0.03 -0.55 -0.27 0.208
C -1.666962 -2.133054 2.592445 -0.04 0.35 0.32 -0.503
O -1.749501 -3.223868 2.047255 0.08 0.90 0.44 0.055
N -1.231804 -0.990943 1.944803 -0.11 -0.26 -0.31 0.027
C -1.236347 0.236259 2.462641 0.19 0.40 -0.89 -0.399
O -0.892170 1.168072 1.622022 -0.51 -0.90 1.01 -0.202
H -2.863246 3.435731 3.909190 -0.04 -0.17 -0.27 0.080
H -4.094986 2.743670 2.843517 0.15 0.05 0.10 0.080
H -2.381397 2.637237 2.387108 -0.28 0.20 0.20 0.058
H -3.249444 1.388926 5.009490 0.10 -0.16 -0.31 0.136
H -3.723444 0.569229 3.518860 0.12 0.15 0.15 0.125
H -0.715244 1.428049 5.656148 0.03 -0.19 -0.33 0.130
H 0.432308 0.685218 4.541841 -0.19 0.14 0.10 0.132
H -0.773704 3.473383 4.388732 0.19 -0.10 -0.13 0.074
H 0.915726 2.947248 4.315904 -0.17 0.05 -0.01 0.086
H -0.148308 2.658490 2.925834 0.14 0.30 0.34 0.063
H -2.201123 -2.778287 4.443798 0.01 0.16 0.15 0.170
```
Positions in Å, forces in eV/Å.

## Properties
- LUMO level (alpha / beta): -0.1411 / -0.1006 Eh
- Spin multiplicity: 6
- Total charge: +1
- Gap between HOMO and LUMO (alpha / beta): 6.772 / 7.854 eV



2.
C33H88F3N8O12SV | ωB97M-V/def2-TZVPD

The geometry in XYZ format:
```
146
Properties=species:S:1:pos:R:3:forces:R:3:lowdin_charge:R:1
O -10.943016 -18.961262 2.227741 -0.06 -1.85 -0.04 -0.257
V -10.721520 -20.491743 1.951113 0.73 1.06 -0.50 0.983
C -7.811150 -22.702052 4.800228 -0.13 1.08 -1.96 -0.593
F -7.479085 -21.618006 5.547352 -0.74 -1.51 0.01 0.119
F -6.831610 -22.798929 3.862386 -0.42 -0.15 0.64 0.105
F -7.909891 -23.838753 5.443291 0.37 0.37 0.70 0.185
S -9.456305 -22.484574 3.864574 2.05 -0.14 -0.47 0.499
O -9.285302 -21.117542 3.269905 -0.51 0.36 -0.32 -0.380
O -9.504621 -23.490891 2.853694 0.48 -0.48 -0.88 -0.267
O -10.481416 -22.599104 4.813652 -1.56 0.41 2.21 -0.251
C -13.775524 -19.792992 2.196291 -0.66 0.61 0.53 -0.043
C -13.464436 -21.269570 2.231696 0.96 1.26 0.43 -0.339
C -13.250236 -21.787008 0.851655 1.65 -0.54 0.41 -0.078
O -11.950218 -21.239796 0.413341 -0.14 0.18 0.76 -0.291
C -12.078601 -20.697415 -0.905009 -0.08 0.42 -0.59 -0.046
N -12.225333 -21.452598 3.074291 -0.84 0.82 -1.90 0.066
H -13.253341 -19.192672 1.446446 -0.25 -0.22 -0.04 0.082
H -13.502277 -19.435103 3.179303 0.04 0.42 -0.08 0.042
H -14.865361 -19.652751 2.180719 0.33 0.08 -0.51 0.102
H -14.280719 -21.708012 2.721913 -0.99 -1.13 0.60 0.119
H -13.975193 -21.285521 0.268557 -1.00 -0.12 -0.84 0.123
H -13.166023 -22.873637 0.674893 -0.40 0.47 0.26 0.138
H -11.235847 -20.998609 -1.514833 0.52 0.47 0.21 0.088
H -12.298354 -19.605247 -0.846697 0.44 -0.80 -0.22 0.119
H -12.881045 -21.229660 -1.393741 -0.41 0.08 -0.08 0.075
H -12.383179 -21.166094 4.021124 -0.16 0.72 0.57 0.080
H -12.186821 -22.421126 3.178973 0.68 -2.35 0.26 0.054
C -7.012321 -18.990526 0.751033 1.61 0.68 -2.20 -0.061
C -8.472626 -18.973452 0.681653 -1.96 -0.94 2.64 -0.435
C -8.887836 -17.978613 -0.356186 0.68 0.27 -1.98 -0.206
O -10.225251 -17.642612 -0.686290 0.36 0.42 1.33 -0.178
C -10.853507 -16.670291 0.196045 -1.25 -1.30 0.28 -0.073
N -9.101141 -20.353863 0.489729 0.23 0.55 -1.69 0.039
H -6.726459 -17.942863 0.763110 0.38 0.17 0.67 0.091
H -6.634574 -19.242572 -0.273739 0.21 -0.58 0.92 0.100
H -6.553293 -19.502633 1.585188 0.04 -0.23 -0.01 0.069
H -8.786035 -18.693386 1.693191 -0.13 0.38 -0.28 0.118
H -8.483839 -18.429691 -1.296550 -0.27 0.41 0.24 0.147
H -8.233822 -17.108740 -0.174289 -0.67 0.17 -0.10 0.138
H -11.919235 -16.734686 -0.093669 0.42 0.19 0.05 0.089
H -10.568913 -15.613303 0.069128 0.55 -0.59 0.00 0.095
H -10.850026 -17.047945 1.254698 0.45 0.79 -0.95 0.071
H -8.370645 -21.099485 0.641012 -0.39 0.25 0.36 0.059
H -9.216011 -20.376521 -0.563827 -0.48 -0.38 1.50 0.117
C -11.648275 -29.776204 0.318689 -0.20 -0.10 -1.62 -0.061
C -11.136536 -29.325408 1.655197 -0.50 1.05 0.50 -0.442
C -10.669193 -30.416807 2.575625 1.52 -0.22 -0.43 -0.271
O -11.611237 -31.363112 2.776610 -2.56 -1.25 -0.66 -0.174
C -11.581064 -32.176047 3.925539 2.44 1.23 -0.36 -0.070
N -10.019247 -28.384056 1.400539 -0.87 -0.37 -0.50 0.041
H -12.063846 -28.924313 -0.241252 0.40 0.06 0.22 0.060
H -12.434552 -30.531009 0.185238 0.28 -0.06 1.01 0.088
H -10.788413 -30.146782 -0.256870 -0.10 0.03 -0.08 0.084
H -11.925281 -28.777484 2.191729 0.08 -0.08 -0.22 0.112
H -10.465291 -29.983743 3.541382 0.83 0.51 0.48 0.115
H -9.749667 -30.866136 2.108048 -0.21 0.28 0.53 0.144
H -11.142233 -33.114886 3.663329 0.19 -0.92 -0.10 0.078
H -12.563205 -32.314277 4.280778 -1.06 0.00 0.64 0.074
H -10.861791 -31.706861 4.640837 -0.88 -0.33 0.10 0.100
H -9.750405 -27.880104 2.227379 0.28 -0.09 0.28 0.058
H -9.253532 -28.940837 1.039849 0.33 0.30 0.14 0.065
C -13.465532 -26.008369 1.514578 -0.43 1.87 0.78 -0.026
C -13.122442 -26.378363 2.953712 1.34 0.98 -1.19 -0.428
C -12.931187 -25.096591 3.827356 -2.82 -1.92 0.98 -0.150
O -13.915442 -24.062591 3.706615 0.08 0.08 -0.17 -0.196
C -15.024229 -24.175983 4.575986 0.60 -0.77 2.04 -0.097
N -13.846464 -27.531264 3.412209 -0.27 0.46 -0.07 0.063
H -14.530182 -25.901701 1.487932 -0.88 0.18 -0.38 0.078
H -13.170403 -26.597593 0.699845 0.50 -1.72 -0.61 0.052
H -13.058263 -25.024139 1.212742 -0.11 -0.15 0.59 0.062
H -12.112793 -26.717638 2.906494 1.21 -0.33 0.08 0.101
H -11.982909 -24.722654 3.649702 1.79 1.17 -0.77 0.076
H -12.894361 -25.463181 4.858955 -0.10 0.21 0.26 0.130
H -15.399487 -25.192363 4.717181 0.04 -0.18 -0.65 0.085
H -15.837728 -23.540340 4.331349 -0.52 0.63 -0.97 0.071
H -14.805475 -23.893785 5.635404 0.51 0.09 -0.59 0.098
H -14.835939 -27.414589 3.276452 -0.41 -0.10 0.22 0.074
H -13.627193 -27.664989 4.383647 -0.28 -0.36 0.40 0.078
C -12.779851 -23.803629 -3.370225 0.87 0.84 0.92 -0.040
C -12.192257 -24.634224 -2.197804 -0.73 -1.09 -2.05 -0.440
C -11.892412 -26.092109 -2.702745 -1.91 1.98 -1.32 -0.190
O -13.107014 -26.831790 -2.976287 1.92 -0.78 -0.16 -0.177
C -12.691329 -28.172085 -3.414748 -0.49 0.41 1.42 -0.081
N -11.065888 -23.985016 -1.608182 0.74 -0.13 1.34 0.045
H -12.007224 -23.493437 -4.116986 -0.51 -0.49 0.53 0.096
H -13.187962 -22.881735 -2.942241 0.11 0.09 -0.12 0.051
H -13.611712 -24.278211 -3.845479 -0.28 -0.61 -0.41 0.068
H -12.899290 -24.674295 -1.403429 -1.08 -0.32 0.49 0.107
H -11.292885 -26.611995 -2.039355 1.15 -1.13 1.77 0.081
H -11.299718 -25.959373 -3.611887 0.02 -0.16 -0.34 0.126
H -13.456333 -28.854926 -3.125075 -1.26 -0.25 -0.11 0.067
H -11.893182 -28.603659 -2.760808 0.23 0.86 -0.98 0.088
H -12.581142 -28.247150 -4.495403 0.58 0.20 0.11 0.090
H -10.283892 -23.984229 -2.245401 0.41 -0.10 0.02 0.071
H -10.827793 -24.531702 -0.752113 0.26 0.71 -0.98 0.098
C -6.989796 -24.462508 -0.189746 -0.10 -0.94 -0.73 -0.038
C -6.498563 -23.022143 -0.261704 -0.12 -0.99 1.43 -0.407
C -7.011682 -22.345951 -1.472209 0.09 1.40 -2.13 -0.196
O -6.316779 -22.799862 -2.674685 -0.93 0.26 0.92 -0.189
C -5.189294 -22.073957 -3.122572 -1.20 0.57 -0.87 -0.104
N -6.982836 -22.404340 0.985734 1.02 3.18 -2.26 0.057
H -6.358796 -25.170387 0.334512 0.62 0.18 0.14 0.078
H -7.059637 -24.835327 -1.218285 -0.19 -0.16 0.22 0.084
H -7.960724 -24.604794 0.332768 0.25 0.66 -0.57 0.086
H -5.414399 -22.916128 -0.376333 0.11 -0.53 0.39 0.146
H -6.862688 -21.240089 -1.342577 -0.21 -0.68 -0.29 0.113
H -8.074357 -22.553442 -1.687658 0.25 0.12 0.32 0.122
H -4.395926 -22.113835 -2.429903 1.05 0.22 0.99 0.067
H -5.404180 -21.029645 -3.460403 -0.11 -0.52 0.67 0.101
H -4.874421 -22.573251 -4.018097 0.26 -0.41 -0.42 0.084
H -7.157159 -23.083528 1.646944 -0.19 -1.33 1.85 0.014
H -6.341123 -21.651919 1.298177 -0.59 -1.04 0.16 0.099
C -12.490101 -18.525308 5.417056 1.15 -0.47 -1.65 -0.070
C -13.523857 -18.967659 6.399333 -0.53 -1.21 1.23 -0.413
C -14.137761 -20.354802 6.046681 -0.38 0.79 -0.80 -0.164
O -14.897813 -20.399320 4.810341 -0.02 -0.23 -0.17 -0.256
C -16.218298 -19.784340 4.815799 0.26 -0.62 0.03 -0.065
N -12.922931 -18.984261 7.759872 1.10 0.26 -1.69 0.048
H -11.888645 -17.756871 5.821722 0.36 1.23 0.77 0.068
H -12.919066 -18.088363 4.501861 0.10 -0.37 0.27 0.082
H -11.652700 -19.243035 5.117206 -1.44 0.14 0.36 0.101
H -14.319238 -18.233701 6.429374 -0.27 0.25 -0.12 0.129
H -14.752329 -20.784983 6.805122 -0.76 0.24 1.05 0.107
H -13.321895 -21.070726 6.019239 0.33 -0.22 -0.72 0.114
H -16.066057 -18.716825 4.894253 -0.31 0.41 0.24 0.073
H -16.808577 -20.178022 5.681247 0.31 0.38 -0.72 0.100
H -16.790872 -19.951980 3.835611 1.18 -0.24 1.38 0.110
H -11.964439 -19.351424 7.657973 -0.81 0.04 0.60 0.084
H -13.455458 -19.468753 8.450704 -0.21 -0.46 0.30 0.061
C -3.537394 -18.723023 4.735392 2.22 -0.67 0.16 -0.082
C -4.546333 -19.793062 5.038687 0.86 -0.32 1.49 -0.437
C -4.738406 -19.891300 6.645529 0.20 1.89 -2.02 -0.210
O -3.628644 -20.428966 7.273261 1.34 0.59 0.97 -0.182
C -3.403983 -19.997684 8.637405 0.97 -1.85 -0.51 -0.072
N -5.702853 -19.363432 4.312815 -1.58 -0.17 0.37 0.028
H -3.921640 -17.794475 5.101782 -0.18 0.82 0.19 0.068
H -3.247979 -18.610229 3.689691 -0.59 -0.13 -0.17 0.080
H -2.559629 -18.897126 5.215943 -0.47 0.01 0.26 0.089
H -4.257748 -20.785522 4.690587 0.22 0.00 -0.05 0.137
H -5.520797 -20.558202 6.858267 -1.79 -0.60 0.13 0.085
H -4.997202 -18.828201 6.958207 0.29 -1.10 0.01 0.141
H -4.244296 -19.556516 9.073723 -1.53 1.25 0.24 0.053
H -2.525567 -19.335862 8.728626 -0.34 -0.40 -0.15 0.095
H -3.318502 -20.912200 9.270618 0.62 0.51 -0.58 0.097
H -5.890217 -18.414636 4.664789 -0.53 -0.55 -0.41 0.086
H -6.495517 -19.990168 4.515661 0.31 0.81 -0.09 0.054
```
Positions in Å, forces in eV/Å.

## Properties
- LUMO level (alpha / beta): -0.1045 / -0.1009 Eh
- Spin multiplicity: 2
- Total charge: +1
- Gap between HOMO and LUMO (alpha / beta): 7.930 / 8.028 eV



Energy above the lowest of the compared OMol25 structures with the same formula, charge and spin readings, ordered: 0.0; 0.0 kJ/mol